{
  "formula": "C23H44FN3O8P",
  "method": "ωB97M-V/def2-TZVPD",
  "charge": -1,
  "multiplicity": 1,
  "homo_energy_ev": -5.415,
  "molar_mass_da": 540.59,
  "orbital_gap_ev": 7.7,
  "e_tot_ev": -57418.977,
  "largest_force_ev_per_a": 6.42,
  "species": ["C", "N", "C", "C", "O", "C", "N", "C", "O", "N", "C", "O", "F", "C", "C", "C", "O", "C", "O", "P", "O", "C", "O", "O", "H", "H", "H", "H", "H", "H", "H", "H", "H", "H", "H", "H", "H", "H", "H", "H", "C", "C", "C", "C", "C", "C", "H", "H", "H", "H", "H", "H", "H", "H", "H", "H", "H", "H", "H", "H", "C", "C", "C", "C", "C", "C", "H", "H", "H", "H", "H", "H", "H", "H", "H", "H", "H", "H", "H", "H"],
  "positions_angstrom": [[2.0871, 2.3899, 3.1536], [1.6507, 1.0198, 2.7503], [2.8331, 0.1314, 3.0909], [1.4921, 0.8745, 1.2910], [2.2074, 1.5067, 0.4549], [0.4326, -0.1518, 0.6760], [-0.9886, 0.0713, 1.0691], [-1.7440, -1.0256, 0.4348], [-1.7342, -1.1890, -0.8211], [-2.5669, -2.0220, 1.1811], [-2.6212, -1.7187, 2.6217], [-1.6465, -2.0085, 3.3354], [-3.7938, -1.1475, 3.1440], [-1.5226, 1.4293, 0.7294], [-1.3767, 2.5038, 1.9471], [-1.4556, 1.8279, 3.3960], [-2.4393, 2.6137, 4.1847], [-3.4188, 1.7564, 4.7431], [-3.3019, 1.2125, 5.8804], [-0.8982, 2.1911, -0.8884], [0.0714, 3.4035, -0.6772], [-3.1368, 1.2559, 0.5442], [-3.9299, 1.3087, 1.5608], [-3.7338, 1.0950, -0.6950], [1.2123, 3.1273, 3.3112], [2.8899, 2.8581, 2.4920], [2.5652, 2.2795, 4.2016], [2.6215, -0.9691, 2.8140], [3.7948, 0.4893, 2.5511], [3.0750, 0.1613, 4.2083], [0.6047, -0.2437, -0.4596], [0.7206, -1.1939, 1.0981], [-2.0885, -2.9265, 1.0657], [-2.1674, 3.3232, 1.9036], [-0.3523, 2.9920, 1.8236], [-0.4869, 1.8651, 3.9992], [-1.8448, 0.7548, 3.3995], [-4.4204, 1.5437, 4.2070], [-0.3390, 1.2203, -1.8098], [-2.0348, 2.7507, -1.5947], [-4.1090, -1.0558, -3.2567], [-5.1305, 0.0701, -3.1894], [-6.5676, -0.3997, -3.4223], [-6.8438, -1.0106, -4.8002], [-6.5281, -0.1064, -5.9924], [-7.3659, 1.1647, -6.0247], [-4.0792, -1.5153, -4.2496], [-3.1098, -0.6700, -3.0407], [-4.3364, -1.8339, -2.5231], [-4.8618, 0.8546, -3.9044], [-5.0734, 0.5280, -2.1974], [-7.2438, 0.4462, -3.2574], [-6.8256, -1.1427, -2.6586], [-7.9014, -1.2982, -4.8437], [-6.2757, -1.9411, -4.9061], [-6.7169, -0.6697, -6.9133], [-5.4652, 0.1539, -6.0050], [-8.4333, 0.9276, -6.0512], [-7.1282, 1.7502, -6.9175], [-7.1739, 1.7967, -5.1546], [8.7522, -1.9845, -1.3131], [8.3120, -2.6568, -0.0195], [6.8103, -2.5382, 0.2452], [6.2871, -1.1096, 0.4229], [6.9489, -0.3045, 1.5421], [6.7357, -0.9050, 2.9251], [8.5728, -0.9070, -1.2884], [9.8232, -2.1376, -1.4719], [8.2202, -2.4032, -2.1715], [8.8836, -2.2496, 0.8199], [8.5694, -3.7208, -0.0778], [6.5633, -3.1293, 1.1335], [6.2661, -3.0034, -0.5849], [5.2087, -1.1595, 0.6121], [6.4008, -0.5608, -0.5179], [6.5287, 0.7070, 1.5347], [8.0211, -0.1921, 1.3517], [5.6695, -0.9909, 3.1521], [7.1928, -0.2672, 3.6867], [7.1879, -1.8963, 3.0094]],
  "atomic_forces_ev_per_a": [[0.29, 1.13, 1.32], [1.47, -0.16, -0.83], [0.62, -0.93, 0.10], [1.56, 1.92, -3.17], [-2.58, -2.38, 3.45], [1.27, -1.30, 0.68], [-0.04, -0.61, -0.43], [-0.93, -0.70, -5.00], [0.52, 0.37, 5.03], [0.70, 2.44, 1.32], [2.70, -0.92, 2.03], [-4.17, 1.22, -1.82], [2.84, -1.51, -1.71], [-2.45, 0.41, 0.37], [1.34, -0.63, 0.18], [-0.48, -0.17, 0.04], [-1.42, -1.94, 0.58], [-0.06, -1.42, 3.43], [0.09, 2.32, -4.34], [1.46, 3.94, -0.56], [-1.76, -2.86, -0.08], [-5.97, -0.23, -2.36], [3.61, -0.16, -1.59], [4.27, 0.69, 4.44], [1.30, -1.32, -0.63], [-1.18, -0.70, 0.58], [-0.82, 0.15, -1.64], [0.28, 1.76, 0.33], [-1.50, -0.56, 0.62], [-0.70, 0.03, -1.51], [-0.28, 0.56, 1.76], [-0.41, 1.56, -0.51], [-0.42, 0.51, 0.12], [1.01, -1.36, -0.20], [-1.35, -0.47, 0.11], [-1.28, -0.08, -1.11], [0.88, 1.48, -0.39], [1.87, 0.82, 0.02], [-0.63, 0.21, 0.84], [0.50, -1.05, 0.63], [0.14, 0.14, -0.16], [-0.22, -0.05, 0.26], [0.04, 0.11, -0.14], [0.04, -0.10, 0.06], [-0.10, -0.11, -0.01], [0.11, 0.12, -0.09], [-0.01, -0.07, 0.00], [-0.11, -0.09, 0.10], [0.05, 0.04, -0.01], [-0.04, 0.01, -0.04], [0.06, -0.05, -0.20], [-0.01, -0.04, -0.01], [0.03, 0.04, -0.02], [0.01, 0.01, -0.07], [-0.01, 0.04, 0.02], [0.05, 0.01, 0.03], [-0.04, -0.04, 0.06], [0.03, 0.03, 0.05], [-0.07, 0.02, 0.07], [-0.04, -0.05, -0.04], [0.17, 0.05, 0.05], [-0.09, -0.13, -0.09], [-0.02, -0.03, 0.14], [0.05, 0.05, -0.12], [-0.15, 0.01, -0.02], [0.15, 0.06, 0.09], [-0.01, -0.06, -0.05], [-0.07, 0.04, -0.06], [0.00, 0.06, 0.03], [-0.05, 0.00, 0.01], [-0.01, 0.08, 0.07], [-0.01, 0.03, -0.03], [0.04, 0.02, 0.03], [0.05, 0.04, -0.01], [-0.04, -0.04, 0.04], [0.06, -0.05, -0.06], [-0.03, -0.01, -0.03], [0.06, -0.05, 0.00], [-0.07, -0.09, 0.01], [-0.06, 0.03, 0.02]],
  "mulliken_charge": [-0.974, 0.308, -1.009, 0.301, -0.589, -1.085, 0.732, 0.049, -0.535, -0.261, 0.630, -0.484, -0.185, 0.545, -1.198, 0.350, -0.396, 0.277, -0.533, 0.430, -0.729, -0.059, -0.571, -0.726, 0.331, 0.305, 0.362, 0.273, 0.322, 0.341, 0.427, 0.454, 0.359, 0.575, 0.398, 0.164, -0.206, 0.330, 0.054, 0.095, -1.048, 0.177, -0.810, -0.769, -0.324, -1.192, 0.372, 0.155, 0.270, 0.204, 0.111, 0.307, 0.383, 0.400, 0.299, 0.380, 0.244, 0.287, 0.373, 0.286, -1.181, -0.382, -0.780, -0.293, -0.546, -1.120, 0.284, 0.376, 0.289, 0.231, 0.355, 0.326, 0.380, 0.108, 0.341, 0.368, 0.375, 0.183, 0.363, 0.344]
}